Record 1
Below is 9 unconnected molecules or ions with the total composition C37H95N5O13 at a distorted geometry, with properties calculated with ωB97M-V with the def2-TZVPD basis set.

Structure (XYZ):
```
150
C37H95N5O13 (ωB97M-V with the def2-TZVPD basis set)
C 37.20 38.13 27.16
C 35.94 38.44 28.04
C 35.56 39.89 27.74
C 34.81 37.49 27.55
C 35.03 36.12 28.16
C 35.16 36.17 29.67
C 36.39 36.99 30.12
C 36.21 37.19 31.64
C 37.61 36.12 29.88
N 36.30 38.28 29.43
O 37.33 39.16 29.87
H 38.09 38.74 27.31
H 37.51 37.09 27.02
H 36.92 38.37 26.13
H 36.10 40.66 28.29
H 35.49 40.02 26.66
H 34.53 40.15 28.03
H 33.82 37.87 27.81
H 34.93 37.30 26.49
H 34.20 35.47 27.86
H 35.88 35.73 27.61
H 35.33 35.13 30.00
H 34.20 36.30 30.18
H 37.06 37.63 32.16
H 35.83 36.33 32.19
H 35.40 37.92 31.79
H 37.78 35.87 28.83
H 37.58 35.19 30.46
H 38.53 36.54 30.31
H 38.13 38.60 29.82
C 30.47 29.47 28.71
O 30.40 30.54 27.79
C 29.12 31.15 27.66
C 29.09 31.92 26.36
N 29.70 33.23 26.44
C 31.13 33.18 26.67
C 31.81 34.52 26.53
O 31.81 34.86 25.15
C 32.60 36.00 24.85
H 31.49 29.07 28.65
H 29.85 28.65 28.37
H 30.33 29.84 29.73
H 28.88 31.82 28.49
H 28.36 30.36 27.67
H 28.01 32.06 26.19
H 29.46 31.32 25.52
H 29.34 34.06 26.01
H 31.56 32.52 25.90
H 31.42 32.65 27.58
H 32.85 34.36 26.84
H 31.29 35.28 27.12
H 33.33 36.20 25.64
H 31.99 36.89 24.65
H 33.12 35.91 23.90
C 35.96 32.25 15.14
O 36.44 30.96 15.41
C 36.16 30.51 16.72
C 37.42 30.50 17.61
N 37.98 31.82 17.79
C 37.32 32.76 18.68
C 38.34 33.70 19.35
O 39.19 33.10 20.27
C 38.59 32.68 21.48
H 36.22 33.01 15.88
H 34.86 32.26 15.16
H 36.28 32.53 14.14
H 35.78 29.49 16.65
H 35.36 31.04 17.24
H 38.27 29.92 17.22
H 37.19 29.96 18.53
H 38.35 32.23 16.95
H 36.80 32.22 19.47
H 36.57 33.37 18.15
H 37.78 34.53 19.82
H 38.92 34.23 18.59
H 38.29 33.58 22.03
H 39.39 32.26 22.09
H 37.76 31.99 21.31
C 32.76 28.29 31.96
O 33.09 29.67 31.92
C 34.01 29.95 30.87
C 33.68 31.33 30.31
N 34.40 31.64 29.08
C 35.77 32.05 29.38
C 36.71 32.15 28.19
O 36.54 33.43 27.55
C 36.13 33.29 26.18
H 32.17 28.04 31.07
H 32.05 28.16 32.78
H 33.64 27.65 31.93
H 33.90 29.18 30.10
H 35.04 29.84 31.22
H 33.85 32.09 31.09
H 32.63 31.29 30.01
H 33.94 32.42 28.62
H 36.35 31.36 30.00
H 35.76 33.00 29.92
H 36.64 31.34 27.47
H 37.76 32.16 28.52
H 36.10 34.30 25.78
H 35.11 32.91 26.10
H 36.91 32.74 25.64
C 45.29 36.30 20.56
O 45.97 36.12 21.80
C 46.22 37.24 22.61
C 45.02 37.76 23.37
N 44.21 38.61 22.48
C 43.39 39.61 23.18
C 42.49 39.15 24.32
O 41.28 38.57 23.94
C 41.26 37.15 23.83
H 45.67 37.16 20.02
H 44.21 36.31 20.75
H 45.41 35.35 20.04
H 46.78 38.06 22.13
H 46.98 36.92 23.34
H 45.45 38.41 24.14
H 44.45 36.88 23.68
H 43.55 38.03 21.98
H 42.80 40.12 22.40
H 43.98 40.49 23.46
H 42.26 40.07 24.87
H 43.03 38.45 24.98
H 40.21 36.86 23.81
H 41.67 36.70 24.74
H 41.70 36.74 22.92
C 35.39 39.91 23.77
O 36.35 39.55 22.79
H 35.28 39.05 24.46
H 35.73 40.73 24.41
H 34.41 40.11 23.37
H 37.23 39.57 23.21
C 38.86 40.17 25.12
O 38.63 38.98 24.37
H 39.66 40.00 25.84
H 39.14 41.00 24.46
H 37.93 40.52 25.57
H 39.51 38.71 24.05
C 35.95 36.12 22.71
O 36.52 36.28 23.99
H 35.71 37.04 22.17
H 36.60 35.48 22.11
H 34.98 35.66 22.86
H 37.22 36.94 24.07
C 32.35 38.89 21.98
O 31.56 37.71 22.14
H 33.36 38.49 21.92
H 32.12 39.56 21.15
H 32.23 39.49 22.89
H 30.63 37.94 22.03
```

## Properties
Calculated total energy ... -73966.849 eV
Maximum force ... 2.27 eV/Å
Orbital gap ... 8.332 eV
Charge ... 0
Multiplicity ... 1
ΔE to the lowest compared entry with this formula, charge and spin ... 263.2 kJ/mol
Structure (SMILES) ... CC1(C)CCCC(C)(C)N1O.COCCNCCOC.COCCNCCOC.COCCNCCOC.COCCNCCOC.CO.CO.CO.CO



Record 2
Below is C6H10O in the gas phase, with properties calculated with ωB97M-V with the def2-TZVPD basis set.

Structure (XYZ):
```
17
C6H10O (ωB97M-V with the def2-TZVPD basis set)
O -2.27 -0.08 -1.28
C -0.91 0.06 -0.91
C -0.23 -1.27 -0.71
C 0.99 -1.31 -0.17
C 1.61 -0.03 0.32
C 0.57 0.78 1.10
C -0.74 0.99 0.31
H -2.74 -0.44 -0.52
H -0.45 0.54 -1.78
H -0.73 -2.16 -1.08
H 1.54 -2.25 -0.06
H 1.97 0.57 -0.54
H 2.49 -0.22 0.94
H 0.35 0.22 2.02
H 0.99 1.74 1.41
H -1.60 0.83 0.98
H -0.83 2.03 -0.04
```

## Properties
Calculated total energy ... -8431.001 eV
Maximum force ... 0.33 eV/Å
Orbital gap ... 10.463 eV
Charge ... 0
Multiplicity ... 1
ΔE to the lowest compared entry with this formula, charge and spin ... 23.1 kJ/mol
Structure (SMILES) ... O[C@@H]1C=CCCC1



Record 3
Below is a molecular structure, C20H28Cl2GdN2O6 at a distorted geometry, with properties calculated with ωB97M-V with the def2-TZVPD basis set.

Structure (XYZ):
```
59
C20H28Cl2GdN2O6 (ωB97M-V with the def2-TZVPD basis set)
Gd 0.39 0.46 1.30
Cl 0.63 -0.34 3.64
N -1.99 0.37 0.83
N 2.34 0.25 -0.21
C -2.65 -0.64 1.40
C 2.98 -0.87 -0.49
C -2.99 1.45 0.57
C -4.11 1.07 1.53
C -3.56 1.39 -0.84
C -2.41 2.82 0.82
H -3.90 0.38 -1.09
H -2.83 1.73 -1.58
H -4.42 2.06 -0.88
H -2.06 2.93 1.85
H -3.20 3.57 0.65
H -1.58 3.04 0.14
C 3.09 1.39 -0.84
C 4.23 0.68 -1.56
C 3.58 2.31 0.26
C 2.25 2.16 -1.83
H 1.93 1.51 -2.65
H 2.87 2.96 -2.25
H 1.37 2.63 -1.36
H 4.09 1.73 1.05
H 2.76 2.87 0.73
H 4.29 3.04 -0.16
O 4.02 -0.75 -1.30
H 5.22 0.95 -1.18
H 4.21 0.81 -2.65
O -3.88 -0.37 1.79
H -5.12 1.17 1.12
H -4.02 1.60 2.49
C -2.10 -2.01 1.66
C 2.65 -2.24 0.02
C 1.19 -2.53 -0.22
H 2.87 -2.22 1.10
H 3.33 -2.95 -0.46
C 0.26 -2.29 0.81
C -1.12 -2.44 0.59
H 0.62 -2.03 1.82
C -1.57 -2.96 -0.62
C -0.63 -3.23 -1.61
C -3.03 -3.18 -0.88
C 0.74 -3.03 -1.44
H -0.97 -3.59 -2.58
C 1.70 -3.30 -2.56
H 1.18 -3.81 -3.37
H 2.54 -3.93 -2.25
H 2.11 -2.37 -2.97
H -3.52 -3.72 -0.07
H -3.16 -3.76 -1.80
H -3.56 -2.23 -1.03
H -2.94 -2.71 1.77
H -1.60 -1.94 2.64
O 1.91 3.35 3.21
Cl 0.71 3.67 2.49
O -0.49 3.45 3.26
O 0.74 4.97 1.90
O 0.64 2.66 1.28
```

## Properties
Calculated total energy ... -82332.250 eV
Maximum force ... 3.64 eV/Å
Orbital gap (spin up / spin down) ... 3.040 / 5.394 eV
Charge ... -1
Multiplicity ... 8
ΔE to the lowest compared entry with this formula, charge and spin ... 0.0 kJ/mol



Record 4
Below is CH2N2O3S in the gas phase at a distorted geometry, with properties calculated with ωB97M-V with the def2-TZVPD basis set.

Structure (XYZ):
```
9
CH2N2O3S (ωB97M-V with the def2-TZVPD basis set)
C 2.86 -0.55 0.24
N 1.71 -0.32 0.03
N 0.64 -0.07 -0.48
O -2.54 0.58 -1.01
O -1.75 0.52 1.21
O -0.48 -0.95 -0.45
S -2.05 -0.43 0.15
H -2.08 1.39 -0.67
H 3.68 -0.16 0.98
```

## Properties
Calculated total energy ... -21021.211 eV
Maximum force ... 3.54 eV/Å
Orbital gap ... 9.193 eV
Charge ... 0
Multiplicity ... 1
ΔE to the lowest compared entry with this formula, charge and spin ... 503.0 kJ/mol



Record 5
Below is a molecular structure, C22H17ClIIrN5 at a distorted geometry, with properties calculated with ωB97M-V with the def2-TZVPD basis set.

Structure (XYZ):
```
47
C22H17ClIIrN5 (ωB97M-V with the def2-TZVPD basis set)
Ir 0.71 -0.39 -0.81
C -3.82 -3.57 -0.73
C -3.23 -3.25 -1.93
C -2.40 -2.15 -2.10
C -2.16 -1.36 -0.96
C -2.82 -1.57 0.24
C -3.64 -2.70 0.36
N -1.24 -0.26 -1.01
C -1.62 1.05 -1.01
C -2.97 1.48 -0.90
C -3.22 2.84 -0.89
C -2.21 3.78 -0.94
C -0.87 3.41 -1.00
C -0.55 2.06 -1.03
N 0.72 1.53 -0.94
N 1.75 2.35 -1.01
C 2.84 1.55 -0.90
C 4.16 2.07 -0.85
C 5.20 1.19 -0.89
C 4.97 -0.19 -1.06
C 3.69 -0.68 -1.09
N 2.66 0.15 -0.90
H -4.41 -4.49 -0.64
H -3.38 -3.90 -2.80
H -1.81 -2.00 -3.02
H -2.68 -0.89 1.09
H -4.18 -2.86 1.30
H -3.76 0.73 -0.90
H -4.27 3.19 -0.77
H -2.60 4.82 -0.99
H -0.07 4.14 -0.95
H 4.31 3.16 -0.81
H 6.23 1.54 -0.73
H 5.85 -0.84 -1.24
H 3.40 -1.73 -1.23
I 0.94 -2.87 -1.37
Cl 2.57 -2.76 4.07
C 1.74 -1.41 3.36
C 1.12 -0.42 4.21
C 0.30 0.53 3.61
C 0.17 0.52 2.21
N 0.74 -0.39 1.42
C 1.46 -1.36 2.00
H 1.32 -0.40 5.27
H -0.21 1.30 4.18
H -0.50 1.26 1.72
H 1.73 -2.23 1.35
```

## Properties
Calculated total energy ... -53983.646 eV
Maximum force ... 3.06 eV/Å
Orbital gap (spin up / spin down) ... 7.479 / 4.686 eV
Charge ... +2
Multiplicity ... 6
ΔE to the lowest compared entry with this formula, charge and spin ... 0.0 kJ/mol



Record 6
Below is a gas-phase ion, C2H6N3S (charge +1), with properties calculated with ωB97M-V with the def2-TZVPD basis set.

Structure (XYZ):
```
12
C2H6N3S (ωB97M-V with the def2-TZVPD basis set)
C 1.03 -1.21 0.07
C -1.31 -0.44 -0.43
N -0.18 -0.97 -0.19
N 1.68 1.38 -0.11
N -2.16 -0.02 0.49
S 2.37 -0.15 0.14
H 1.33 -2.24 0.24
H -1.64 -0.42 -1.47
H 1.89 1.75 -1.03
H 2.02 2.03 0.59
H -1.93 -0.04 1.47
H -3.08 0.31 0.22
```

## Properties
Calculated total energy ... -17469.627 eV
Maximum force ... 0.56 eV/Å
Orbital gap ... 10.301 eV
Charge ... +1
Multiplicity ... 1
ΔE to the lowest compared entry with this formula, charge and spin ... 49.3 kJ/mol